w) 17
Properties=species:S:1:pos:R:3:mulliken_charge:R:1 method="wB97M-V/def2-TZVPD" total_charge=+1 gap_ev=10.31 smiles=C[NH+](C)[C@]1(S)CS1 lumo_ev=-3.15 multiplicity=1
C 0.773 2.139 0.012 -0.825
C 0.339 0.875 0.662 0.230
C 0.535 -1.568 0.602 -0.842
C -0.933 -0.428 -0.985 -0.832
N 0.310 -0.341 -0.191 -0.081
S 2.006 1.402 1.121 0.020
S -1.025 0.833 1.865 -0.159
H 1.025 2.145 -1.042 0.320
H 0.330 3.067 0.352 0.334
H -0.285 -1.707 1.304 0.428
H 0.589 -2.430 -0.059 0.372
H 1.467 -1.481 1.157 0.295
H -1.781 -0.582 -0.320 0.421
H -1.087 0.493 -1.544 0.313
H -0.870 -1.263 -1.679 0.378
H 1.103 -0.253 -0.839 0.425
H -0.605 1.879 2.566 0.201

x) 17
Properties=species:S:1:pos:R:3:mulliken_charge:R:1 method="wB97M-V/def2-TZVPD" total_charge=+1 gap_ev="4.71 / 5.27" lumo_ev="-8.27 / -7.73" multiplicity=1
C 2.235 0.541 -0.113 -0.506
C 0.388 -1.959 0.416 -1.228
C 0.897 0.449 0.125 0.033
C 0.048 -0.646 -0.369 0.484
N -1.338 -0.356 -0.332 -0.453
S 3.195 1.798 0.463 0.079
S -1.406 3.374 -0.016 -0.309
H 2.743 -0.208 -0.710 0.350
H 0.137 -1.830 1.464 0.362
H -0.192 -2.777 0.005 0.368
H 1.441 -2.196 0.327 0.409
H 0.428 1.211 0.735 0.386
H 0.316 -0.871 -1.415 0.261
H -0.399 4.201 -0.298 0.160
H -1.955 -1.134 -0.509 0.241
H -1.670 0.274 0.380 0.182
H -2.281 4.363 0.116 0.181

y) 17
Properties=species:S:1:pos:R:3:mulliken_charge:R:1 method="wB97M-V/def2-TZVPD" total_charge=+1 gap_ev=7.13 lumo_ev=-4.40 multiplicity=1
C 4.009 2.029 1.497 -0.106
C -0.624 -0.596 -1.425 -1.028
C -2.870 -1.420 -1.045 -1.304
C -1.901 -0.470 -0.592 0.953
N -2.092 0.278 0.465 -0.339
S 5.604 1.769 2.328 -0.095
S 2.797 1.012 1.157 -0.237
H 3.832 3.124 1.547 0.280
H 0.246 0.094 -0.958 0.269
H -0.346 -1.659 -1.538 0.360
H -0.957 -0.352 -2.454 0.375
H -2.547 -2.327 -0.469 0.394
H -2.615 -1.702 -2.069 0.349
H -3.905 -1.219 -0.758 0.402
H -1.280 0.914 0.796 0.296
H 5.604 0.447 2.575 0.171
H -2.956 0.078 0.942 0.260

It is w) that is the most stable of them.

w) 10
Properties=species:S:1:pos:R:3:mulliken_charge:R:1 method="wB97M-V/def2-TZVPD" total_charge=-1 gap_ev=7.08 lumo_ev=3.52 multiplicity=1
C -2.907 -0.147 0.352 0.348
C 0.219 0.536 0.225 -0.914
N -0.956 -2.174 -0.429 -0.587
O -3.045 -0.866 1.291 -0.501
S -3.673 1.194 -0.189 -0.453
S -1.303 -0.702 -0.925 0.110
H 0.736 -0.402 0.316 0.309
H -0.364 0.855 0.974 0.274
H 0.517 1.267 -0.510 0.258
H -0.089 -2.523 -0.933 0.158

x) 10
Properties=species:S:1:pos:R:3:mulliken_charge:R:1 method="wB97M-V/def2-TZVPD" total_charge=-1 gap_ev=6.29 lumo_ev=3.69 multiplicity=1
C -0.319 1.591 -0.111 0.643
C 1.356 -0.219 0.321 -0.480
N 0.764 1.016 0.005 -0.447
O -0.977 2.494 -0.361 -0.451
S -1.966 -0.624 0.178 -0.370
S -1.322 -2.573 0.024 -0.633
H 1.471 -0.309 1.365 0.218
H 0.761 -0.977 -0.172 0.230
H 2.437 -0.364 -0.086 0.181
H -2.206 -0.034 -1.164 0.108

It is x) that is the most stable of them.

w) 16
Properties=species:S:1:pos:R:3:mulliken_charge:R:1 method="wB97M-V/def2-TZVPD" gap_ev=10.78 smiles="CC(=O)O.CC(=O)O" lumo_ev=0.53 multiplicity=1
O 1.878 -0.451 0.502 -0.598
O 3.471 -0.551 2.168 -0.429
C 2.239 -0.374 1.712 0.662
C 1.251 -0.431 2.875 -0.804
H 4.071 -0.490 1.375 0.364
H 0.535 -1.236 2.637 0.255
H 0.698 0.520 2.956 0.258
H 1.716 -0.652 3.850 0.284
O -2.540 -0.420 -0.785 -0.561
O -0.608 0.523 -1.652 -0.431
C -1.963 0.235 -1.667 0.707
C -2.551 0.689 -3.029 -0.906
H -0.094 0.155 -0.883 0.364
H -1.850 0.545 -3.868 0.285
H -2.758 1.767 -2.925 0.255
H -3.495 0.170 -3.266 0.295

x) 16
Properties=species:S:1:pos:R:3:mulliken_charge:R:1 method="wB97M-V/def2-TZVPD" gap_ev="7.84 / 7.64" lumo_ev="0.42 / 0.53" multiplicity=1
C -1.016 1.539 -0.161 -0.751
C -0.617 0.288 -0.278 0.443
C -2.359 -1.186 0.337 -0.753
C 1.910 0.056 -0.086 0.440
O 2.235 0.340 -1.374 -0.468
O 2.126 0.971 0.911 -0.438
O 2.305 -1.201 0.194 -0.463
O -1.068 -0.975 -0.163 -0.313
H -2.155 1.742 -0.159 0.175
H -0.423 2.395 -0.334 0.259
H -2.626 -2.218 0.105 0.264
H -3.173 -0.477 0.174 0.288
H -2.182 -1.415 1.435 0.293
H 1.942 1.256 -1.585 0.375
H 2.727 0.584 1.631 0.311
H 2.375 -1.699 -0.647 0.338

It is w) that is the most stable of them.

w) 16
Properties=species:S:1:pos:R:3:mulliken_charge:R:1 method="wB97M-V/def2-TZVPD" gap_ev=10.20 smiles="[H]/N=C/NC.O.O" lumo_ev=0.79 multiplicity=1
C 1.544 -0.330 -0.121 -0.936
N 0.152 0.108 0.110 -0.253
C -0.261 -0.054 1.421 0.036
N -1.404 -0.526 1.693 -0.642
H 1.705 -0.424 -1.186 0.337
H 2.221 0.373 0.373 0.313
H 1.791 -1.249 0.422 0.326
H -0.482 -0.241 -0.593 0.270
H 0.460 0.330 2.147 0.325
H -1.634 -0.449 2.674 0.240
H 0.901 2.880 0.522 0.327
H 1.841 3.639 -0.442 0.317
O 1.199 3.762 0.268 -0.659
H -2.118 -2.798 -1.910 0.327
H -1.938 -2.892 -3.394 0.321
O -1.436 -2.965 -2.570 -0.648

x) 16
Properties=species:S:1:pos:R:3:mulliken_charge:R:1 method="wB97M-V/def2-TZVPD" gap_ev=8.67 smiles="N/C=C/N.O.O" lumo_ev=0.59 multiplicity=1
C -0.656 0.221 -0.439 -0.226
C -0.179 1.225 0.298 -0.242
N 0.923 1.089 1.155 -0.382
N -1.908 0.323 -1.134 -0.642
H -0.175 -0.748 -0.503 0.323
H -0.587 2.225 0.278 0.335
H 1.089 0.167 1.504 0.174
H 1.649 1.771 1.210 0.173
H -2.174 -0.577 -1.509 0.254
H -1.917 0.952 -1.945 0.215
H -0.841 -1.313 2.159 0.326
H -0.164 -2.485 1.425 0.317
O -0.827 -2.279 2.091 -0.639
H 1.410 0.499 -1.712 0.358
H 2.449 -0.371 -1.036 0.310
O 2.166 -0.073 -1.908 -0.655

It is w) that is the most stable of them.

w) 16
Properties=species:S:1:pos:R:3:mulliken_charge:R:1 method="wB97M-V/def2-TZVPD" gap_ev=6.61 smiles=COC.NNO lumo_ev=0.69 multiplicity=1
C -0.213 -0.785 1.357 -0.712
C 1.395 1.301 1.290 -0.633
O 1.107 0.055 0.663 -0.445
H 2.147 1.140 2.066 0.254
H 0.229 -1.024 2.320 0.307
H -0.503 -1.610 0.712 0.304
H -1.046 -0.087 1.344 0.362
H 0.506 1.762 1.732 0.291
H 1.800 1.993 0.546 0.292
N -0.473 0.069 -1.340 -0.080
N -1.791 -0.406 -1.420 -0.455
O 0.246 -0.401 -2.526 -0.661
H 0.322 -0.947 -3.330 0.300
H 0.425 0.244 -0.467 0.489
H -2.007 -0.521 -2.413 0.234
H -2.142 -0.782 -0.534 0.152

x) 16
Properties=species:S:1:pos:R:3:mulliken_charge:R:1 method="wB97M-V/def2-TZVPD" gap_ev=9.45 lumo_ev=0.50 multiplicity=1
C -1.351 -1.116 1.529 -0.856
N -4.068 -1.658 1.140 -0.453
C -3.535 -1.274 2.365 0.145
N -2.366 -0.815 2.528 -0.477
H -0.399 -0.938 2.018 0.264
H -1.501 -0.461 0.673 0.318
H -1.402 -2.141 1.152 0.326
H -5.064 -1.574 1.039 0.239
H -3.562 -1.395 0.313 0.187
H -4.293 -1.134 3.126 0.307
H 2.915 1.118 -2.250 0.315
H 3.589 1.940 -1.209 0.322
O 3.800 1.341 -1.936 -0.626
H 5.663 2.047 -3.094 0.321
H 5.517 3.155 -4.076 0.310
O 6.057 2.905 -3.317 -0.642

It is x) that is the most stable of them.

w) 16
Properties=species:S:1:pos:R:3:mulliken_charge:R:1 method="wB97M-V/def2-TZVPD" gap_ev=9.08 smiles="C=CC.CSS" lumo_ev=0.56 multiplicity=1
C -0.267 -1.214 -1.474 -0.803
S 1.660 -1.007 -1.861 -0.026
S 2.151 0.715 -0.918 -0.219
H -0.800 -1.526 -2.399 0.354
H -0.606 -0.199 -1.500 0.284
H -0.621 -1.787 -0.515 0.239
H 1.702 0.720 0.422 0.162
C -3.220 0.165 1.483 -0.894
C -2.440 1.035 2.393 0.148
C -1.577 0.763 3.410 -0.741
H -2.766 -0.833 1.295 0.213
H -4.224 -0.285 1.890 0.262
H -3.269 0.647 0.518 0.280
H -2.736 2.124 2.309 0.219
H -1.203 1.606 4.045 0.244
H -1.424 -0.288 3.534 0.278

x) 16
Properties=species:S:1:pos:R:3:mulliken_charge:R:1 method="wB97M-V/def2-TZVPD" gap_ev=8.19 smiles=CCCSSC lumo_ev=-0.75 multiplicity=1
C 1.330 -0.379 -0.341 -0.362
C 2.089 -0.423 0.931 -1.034
C 0.018 -1.178 -0.463 -0.718
S -1.167 -1.006 0.969 -0.126
S -1.081 1.438 0.837 -0.126
C -2.442 1.379 -0.249 -0.747
H 1.104 0.689 -0.534 0.275
H 1.882 -0.486 -1.315 0.404
H 1.565 0.182 1.686 0.243
H 2.019 -1.431 1.360 0.295
H 3.100 -0.017 0.777 0.326
H -0.518 -0.709 -1.289 0.255
H 0.294 -2.201 -0.625 0.452
H -2.719 2.420 -0.552 0.313
H -2.135 0.891 -1.204 0.222
H -3.338 0.832 0.009 0.327

y) 16
Properties=species:S:1:pos:R:3:mulliken_charge:R:1 method="wB97M-V/def2-TZVPD" gap_ev=5.96 lumo_ev=-0.90 multiplicity=1
C -2.755 0.833 0.744 -0.318
C -2.685 0.390 -0.566 -0.295
S -0.304 -1.356 0.372 -0.435
S 0.828 0.288 0.871 -0.151
C 1.445 0.885 -0.747 -0.311
C 2.138 -0.219 -1.530 -0.984
H -1.952 -0.158 0.336 0.081
H -2.080 1.608 1.077 0.264
H -3.556 0.519 1.393 0.252
H -2.374 0.985 -1.417 0.254
H -3.317 -0.436 -0.861 0.261
H 2.170 1.672 -0.552 0.325
H 0.553 1.314 -1.194 0.163
H 2.420 0.051 -2.547 0.334
H 3.024 -0.569 -1.004 0.272
H 1.446 -1.060 -1.582 0.288

z) 16
Properties=species:S:1:pos:R:3:mulliken_charge:R:1 method="wB97M-V/def2-TZVPD" gap_ev=8.76 smiles="C=CC.CSS" lumo_ev=0.04 multiplicity=1
C -2.750 2.114 -1.655 -0.698
S -2.208 0.951 -2.848 -0.057
S -1.133 -0.524 -1.629 -0.217
H -3.801 2.492 -2.027 0.262
H -2.084 3.042 -1.500 0.252
H -2.980 1.547 -0.713 0.280
H 0.216 -0.881 -1.874 0.163
C 1.233 -0.258 2.041 -1.085
C 2.001 -0.828 0.921 0.228
C 1.836 -2.111 0.570 -0.828
H 0.875 0.717 1.759 0.308
H 0.322 -0.756 2.431 0.310
H 1.836 -0.142 3.008 0.286
H 2.756 -0.090 0.425 0.239
H 2.366 -2.496 -0.297 0.298
H 1.515 -2.776 1.387 0.261

It is x) that is the most stable of them.